{
  "formula": "C21H43BN4O4Si2",
  "method": "ωB97M-V with the def2-TZVPD basis set",
  "homo_lumo_gap_ev": 1.945,
  "lumo_ev": -3.0,
  "molar_mass_g_mol": 482.58,
  "symbols": ["C", "C", "C", "C", "C", "N", "C", "B", "N", "O", "C", "C", "C", "N", "C", "C", "C", "C", "O", "C", "C", "O", "O", "H", "H", "H", "H", "H", "H", "H", "H", "H", "H", "H", "H", "H", "H", "H", "H", "H", "H", "H", "H", "H", "H", "H", "H", "H", "C", "Si", "C", "C", "N", "Si", "C", "C", "C", "H", "H", "H", "H", "H", "H", "H", "H", "H", "H", "H", "H", "H", "H", "H", "H", "H", "H"],
  "coordinates": [[2.5685, -7.3866, -1.1204], [3.3471, -5.9805, -1.1227], [2.7681, -5.0247, 0.0608], [2.0887, -3.7195, -0.6019], [1.0846, -3.8361, -1.8025], [0.4737, -2.6761, -2.4269], [0.7598, -1.3067, -1.9932], [0.1039, 0.0055, -2.7226], [-0.9097, 0.7912, -1.9483], [0.4580, 0.4849, -4.0343], [1.7263, -1.0449, -0.8173], [2.1337, 0.4111, -0.2605], [3.4986, 0.9060, -1.0037], [4.7193, 0.2048, -0.5028], [5.5622, 1.0551, 0.3913], [4.7471, 1.9566, 1.4416], [5.4460, -0.2189, -1.7305], [6.3086, 0.7382, -2.6768], [5.3270, -1.4342, -2.0662], [2.3936, -2.2789, -0.0929], [3.4116, -2.1456, 1.1323], [4.6480, -2.3224, 1.0589], [2.9095, -1.7960, 2.4350], [2.4448, -7.7107, -0.0157], [3.1832, -8.2065, -1.6221], [1.5464, -7.3617, -1.6331], [4.4666, -6.2184, -0.9864], [3.2354, -5.4759, -2.1434], [1.9797, -5.5904, 0.6870], [3.6583, -4.7740, 0.7276], [0.8600, -4.8894, -2.1873], [-0.1815, -2.8843, -3.2063], [-1.7583, 0.9609, -2.5142], [-1.1683, 0.2338, -1.1162], [-0.3655, 0.5298, -4.5667], [2.2750, 0.2798, 0.8710], [1.3132, 1.1977, -0.3939], [3.5836, 2.0494, -1.0511], [3.3616, 0.5655, -2.1044], [6.2023, 0.3226, 1.0210], [6.3074, 1.7365, -0.1448], [4.6108, 3.0042, 0.9842], [3.7793, 1.4906, 1.8214], [5.4189, 2.1104, 2.3643], [7.4098, 0.5378, -2.4495], [6.0591, 0.6463, -3.7877], [6.1142, 1.8304, -2.3408], [1.9670, -1.5155, 2.3672], [-2.0628, 1.9089, 1.8307], [-3.7337, 2.6906, 1.4008], [-3.8700, 2.6835, -0.4742], [-3.6683, 4.4734, 1.9915], [-4.9771, 1.7754, 2.1659], [-6.6423, 2.1989, 1.9955], [-7.2418, 2.1180, 0.2148], [-7.0395, 3.9030, 2.6829], [-7.6776, 0.9579, 2.9779], [-1.2493, 2.4718, 1.3599], [-1.9014, 1.9141, 2.9119], [-2.0155, 0.8753, 1.4740], [-2.9478, 3.0743, -0.9197], [-4.6912, 3.3117, -0.8239], [-4.0225, 1.6670, -0.8499], [-3.6958, 4.5230, 3.0830], [-4.4975, 5.0616, 1.5938], [-2.7404, 4.9507, 1.6561], [-6.8526, 2.9462, -0.3815], [-8.3352, 2.1785, 0.1808], [-6.9426, 1.1773, -0.2551], [-6.6195, 4.0266, 3.6844], [-8.1243, 4.0381, 2.7541], [-6.6550, 4.6985, 2.0412], [-7.4058, 0.9814, 4.0361], [-7.5269, -0.0569, 2.6004], [-8.7410, 1.1998, 2.8917]],
  "forces_ev_per_a": [[0.39, -0.21, 0.54], [-0.38, -0.82, -0.09], [-0.07, 0.13, -1.15], [-1.30, 2.85, -1.11], [1.71, 1.96, 2.13], [2.69, -0.21, 2.98], [2.48, -1.39, 2.03], [-1.48, 2.11, -0.43], [1.04, -3.32, -1.15], [-1.08, -1.97, 1.48], [-0.21, -3.08, -0.06], [0.05, -0.47, -0.22], [-1.14, -0.35, -1.19], [0.49, 1.75, -1.51], [0.86, -0.27, 1.86], [0.89, 0.42, -0.07], [-0.08, -4.22, -1.49], [-0.33, 1.18, 1.52], [0.32, 4.48, 1.09], [-2.09, -0.95, -2.63], [3.50, 0.33, 1.33], [-5.36, 0.22, -0.21], [-0.36, -0.38, -3.19], [0.02, 0.43, -1.85], [-0.82, 1.19, 0.54], [1.34, 0.11, 0.82], [-1.79, 0.66, -0.02], [0.26, -0.63, 1.45], [1.21, 0.97, -1.06], [-1.51, 0.18, -0.83], [0.06, 1.95, 0.39], [0.71, 0.57, 0.81], [0.58, 0.62, 0.70], [-0.23, 0.92, -0.36], [0.80, 0.49, 0.31], [-0.03, 0.31, -1.75], [1.00, -1.30, -0.04], [-0.21, -1.60, 0.41], [0.08, 0.70, 1.65], [-0.99, 1.07, -1.15], [-1.09, -0.84, 0.41], [-0.29, -1.65, 0.83], [1.29, 0.71, -0.71], [-1.01, -0.28, -1.44], [-1.50, 0.13, -0.56], [0.34, -0.27, 1.78], [0.34, -1.67, -0.73], [0.67, -0.37, 0.09], [0.35, 0.21, -0.23], [-2.21, -1.74, 1.74], [0.55, 0.26, -0.50], [0.53, 0.33, -0.29], [-0.09, 1.33, -1.11], [2.44, -1.05, 0.65], [-0.54, 0.14, -0.15], [-0.53, 0.18, -0.05], [-0.23, 0.19, -0.15], [0.17, 0.00, 0.00], [-0.07, -0.05, -0.06], [-0.08, -0.06, 0.05], [0.06, 0.06, -0.17], [-0.02, -0.08, 0.01], [-0.10, 0.00, 0.09], [-0.07, -0.07, -0.07], [-0.01, -0.03, 0.05], [0.03, 0.16, 0.04], [0.02, -0.03, -0.02], [-0.05, 0.00, -0.11], [0.05, 0.04, 0.05], [0.04, -0.04, -0.08], [-0.04, 0.11, 0.04], [0.03, 0.01, 0.04], [0.04, -0.02, -0.05], [0.04, 0.03, 0.03], [-0.10, -0.08, 0.07]]
}



{
  "formula": "C3H7NOS",
  "method": "ωB97M-V with the def2-TZVPD basis set",
  "homo_lumo_gap_ev": 9.257,
  "smiles": "C=C[S@@](=C)(N)=O",
  "lumo_ev": 0.7,
  "molar_mass_g_mol": 105.16,
  "symbols": ["C", "C", "S", "C", "N", "O", "H", "H", "H", "H", "H", "H", "H"],
  "coordinates": [[-1.7162, 1.4095, 0.1938], [-0.9077, 0.4002, 0.3606], [0.8953, 0.3493, -0.0929], [2.1636, -0.2534, 0.9625], [0.6139, -1.0112, -1.1389], [1.1556, 1.4609, -0.9352], [-2.7318, 1.1834, 0.4325], [-1.2513, 2.4123, -0.0945], [-1.1246, -0.5100, 0.6241], [2.3625, 0.5327, 1.7147], [1.7832, -1.0717, 1.4322], [0.6490, -1.7161, -0.4794], [1.4132, -1.0447, -1.6773]],
  "forces_ev_per_a": [[1.53, 1.56, -0.13], [3.30, 3.75, -1.50], [-0.33, -2.71, 0.28], [-0.72, 4.09, -1.91], [-2.07, 3.00, 1.24], [0.67, 1.71, -0.33], [-0.73, 0.69, -0.06], [-1.27, -1.42, 0.26], [-1.73, -4.92, 1.63], [0.10, -0.17, -0.43], [-1.12, -2.72, 1.25], [0.07, -2.59, 1.24], [2.30, -0.26, -1.53]]
}



{
  "formula": "C36H99N9O9",
  "method": "ωB97M-V with the def2-TZVPD basis set",
  "homo_lumo_gap_ev": 9.388,
  "smiles": "COC[C@H](C)N.COC[C@H](C)N.COC[C@H](C)N.COC[C@H](C)N.COC[C@H](C)N.COC[C@H](C)N.COC[C@H](C)N.COC[C@H](C)N.COC[C@H](C)N",
  "lumo_ev": 0.4,
  "molar_mass_g_mol": 802.24,
  "symbols": ["C", "O", "C", "C", "C", "N", "H", "H", "H", "H", "H", "H", "H", "H", "H", "H", "H", "C", "O", "C", "C", "C", "N", "H", "H", "H", "H", "H", "H", "H", "H", "H", "H", "H", "C", "O", "C", "C", "C", "N", "H", "H", "H", "H", "H", "H", "H", "H", "H", "H", "H", "C", "O", "C", "C", "C", "N", "H", "H", "H", "H", "H", "H", "H", "H", "H", "H", "H", "C", "O", "C", "C", "C", "N", "H", "H", "H", "H", "H", "H", "H", "H", "H", "H", "H", "C", "O", "C", "C", "C", "N", "H", "H", "H", "H", "H", "H", "H", "H", "H", "H", "H", "C", "O", "C", "C", "C", "N", "H", "H", "H", "H", "H", "H", "H", "H", "H", "H", "H", "C", "O", "C", "C", "C", "N", "H", "H", "H", "H", "H", "H", "H", "H", "H", "H", "H", "C", "O", "C", "C", "C", "N", "H", "H", "H", "H", "H", "H", "H", "H", "H", "H", "H"],
  "coordinates": [[-6.5705, 10.4812, -5.4207], [-5.7783, 9.4034, -4.9789], [-6.1839, 8.0511, -5.3242], [-4.9565, 7.1675, -5.3178], [-4.1343, 7.3541, -6.5943], [-5.3509, 5.7890, -5.3746], [-7.5340, 10.5810, -4.9209], [-6.7378, 10.4745, -6.4978], [-6.0528, 11.4289, -5.2723], [-6.7565, 7.7182, -4.4585], [-6.7116, 7.8652, -6.2597], [-4.3673, 7.3190, -4.4134], [-3.8027, 8.3891, -6.6784], [-4.7575, 7.2712, -7.4847], [-3.2648, 6.7065, -6.7066], [-6.0430, 5.6399, -4.6542], [-5.8571, 5.5383, -6.2119], [0.4506, -2.3257, -12.1247], [0.5022, -2.8031, -10.7681], [1.4659, -2.0752, -9.9943], [1.3444, -2.2159, -8.4385], [0.0799, -1.6745, -7.7618], [2.3825, -1.5109, -7.7434], [0.4822, -1.2503, -12.2998], [-0.5341, -2.6132, -12.4930], [1.2851, -2.8616, -12.5769], [2.4726, -2.2701, -10.3641], [1.2946, -1.0132, -10.1700], [1.3860, -3.2634, -8.1398], [-0.7402, -2.3372, -8.0380], [-0.1755, -0.6920, -8.1585], [0.1037, -1.7007, -6.6723], [2.3117, -0.5196, -7.9233], [3.2718, -1.7923, -8.1308], [11.2248, -2.2325, -1.6978], [10.5974, -0.9007, -1.7924], [9.7004, -0.8017, -2.9161], [8.8805, 0.4535, -2.8659], [7.5317, 0.3631, -3.7112], [9.6752, 1.5563, -3.3594], [10.6069, -2.9753, -1.1933], [12.1815, -2.2036, -1.1764], [11.4653, -2.6278, -2.6847], [10.1304, -0.9593, -3.9052], [8.9904, -1.6267, -2.8588], [8.6921, 0.6731, -1.8150], [6.8754, 1.2225, -3.5736], [6.9568, -0.5423, -3.5168], [7.7627, 0.4623, -4.7718], [10.4953, 1.4434, -2.7807], [9.1950, 2.4084, -3.1077], [-0.5228, -7.6002, -2.0730], [-1.2426, -8.0847, -3.1928], [-2.2448, -9.0107, -2.9110], [-3.0143, -9.4760, -4.1282], [-3.9391, -10.6176, -3.7454], [-2.1208, -10.1383, -5.0502], [-0.2473, -6.5580, -2.2346], [0.3999, -8.1743, -1.9890], [-1.0916, -7.5984, -1.1432], [-1.8184, -9.8810, -2.4122], [-2.9173, -8.6693, -2.1240], [-3.5235, -8.6759, -4.6654], [-4.2761, -11.0799, -4.6731], [-4.7608, -10.3961, -3.0643], [-3.3094, -11.4173, -3.3554], [-1.8177, -10.9982, -4.6157], [-1.3680, -9.4785, -5.1846], [-8.2526, 2.6075, -0.0526], [-9.0161, 3.2068, 0.9642], [-9.4372, 2.2055, 1.8990], [-10.4927, 2.6578, 2.9501], [-9.9089, 3.7353, 3.9023], [-10.8963, 1.5930, 3.8634], [-8.8016, 1.8122, -0.5569], [-7.2908, 2.2165, 0.2793], [-7.9244, 3.2797, -0.8454], [-9.7149, 1.2895, 1.3776], [-8.6028, 1.9162, 2.5378], [-11.4228, 3.0293, 2.5201], [-9.4068, 3.2813, 4.7567], [-10.6506, 4.3910, 4.3584], [-9.2421, 4.4735, 3.4567], [-11.8110, 1.6917, 4.2803], [-10.9479, 0.7525, 3.3058], [8.5763, 0.1482, 9.9729], [7.5896, 0.7391, 9.2115], [6.8187, -0.2426, 8.5098], [5.9766, 0.4566, 7.4367], [4.8956, 1.3922, 8.0031], [5.2853, -0.5485, 6.6720], [8.1243, -0.6256, 10.5934], [9.1601, 0.8751, 10.5376], [9.2804, -0.3653, 9.3181], [7.4511, -1.0170, 8.0756], [6.0926, -0.6844, 9.1922], [6.5971, 1.0447, 6.7605], [4.3119, 1.7163, 7.1415], [5.3455, 2.3042, 8.3954], [4.2580, 0.9398, 8.7627], [4.7742, -0.0759, 5.9402], [5.9691, -1.1409, 6.2232], [1.9546, -7.8906, 4.0872], [0.9596, -6.9190, 4.4218], [1.2593, -5.5462, 4.2727], [0.2990, -4.7549, 5.1542], [-1.1773, -4.9135, 4.6489], [0.5747, -3.2977, 5.1686], [2.5901, -8.1760, 4.9255], [2.4927, -7.7085, 3.1570], [1.4263, -8.8141, 3.8505], [2.3039, -5.3034, 4.4677], [1.0825, -5.2183, 3.2483], [0.2771, -5.1563, 6.1674], [-1.2117, -4.4477, 3.6641], [-1.9303, -4.4720, 5.3017], [-1.4866, -5.9486, 4.5040], [0.0333, -2.9342, 5.9398], [1.5649, -3.2413, 5.3595], [-0.1625, 5.3825, 8.3250], [-0.4390, 6.3158, 7.3596], [-1.4524, 5.9522, 6.4111], [-1.0378, 5.0525, 5.2453], [0.0912, 5.6647, 4.4190], [-2.1593, 4.8986, 4.2890], [0.4257, 4.5419, 7.9568], [-1.0517, 5.0620, 8.8678], [0.5278, 5.7921, 9.0625], [-2.3770, 5.6446, 6.8995], [-1.6931, 6.9031, 5.9357], [-0.7222, 4.1024, 5.6762], [0.3839, 5.0119, 3.5966], [0.9159, 5.8122, 5.1162], [-0.1879, 6.6407, 4.0220], [-2.9113, 4.3000, 4.5995], [-1.8839, 4.6244, 3.3568], [-1.1344, 2.3833, -0.9856], [-0.7567, 1.6985, 0.2389], [-0.0155, 0.4941, 0.1061], [1.4174, 0.6703, 0.6028], [2.2801, -0.5729, 0.2761], [1.4005, 0.9384, 2.0271], [-1.9807, 1.9706, -1.5348], [-0.2765, 2.3998, -1.6578], [-1.2830, 3.4478, -0.8042], [-0.5794, -0.1868, 0.7436], [0.0599, 0.1027, -0.9085], [1.8995, 1.5383, 0.1532], [2.4902, -0.8023, -0.7686], [1.8695, -1.4619, 0.7549], [3.3051, -0.4089, 0.6084], [0.5760, 1.5218, 2.0270], [1.0907, 0.1350, 2.5551]],
  "forces_ev_per_a": [[-0.07, 0.27, -0.47], [-0.09, -0.37, -0.84], [0.78, 0.96, 1.72], [0.65, -0.23, -1.84], [0.32, 1.48, -0.06], [-0.74, -1.23, 1.04], [-0.16, -0.33, 0.17], [-0.17, -0.41, -0.23], [0.36, -0.22, 0.43], [-0.69, -0.16, -0.19], [-0.23, 0.70, -0.14], [0.04, 0.17, -0.06], [0.32, 0.11, 0.23], [-0.28, -0.52, 0.02], [-0.19, -0.11, 0.28], [-0.04, -0.40, 0.45], [0.20, 0.27, -0.50], [-0.17, -1.20, 0.75], [0.04, 1.20, 0.72], [-1.20, 0.48, 0.47], [-0.80, -0.37, 0.41], [-1.10, -0.88, -1.45], [1.47, -0.08, -0.30], [0.47, 0.21, 0.59], [0.26, -0.44, -0.26], [-0.19, 0.37, -0.93], [0.31, -0.37, 0.25], [0.01, 0.41, -0.15], [0.29, -0.20, -0.22], [-0.31, 0.13, -0.11], [0.04, 0.24, 0.27], [0.51, 0.20, -0.17], [-0.11, 0.28, 0.02], [0.47, 0.04, 0.14], [-0.24, 0.89, -0.52], [0.72, -1.17, -0.63], [-0.93, -1.47, 0.50], [-1.57, 0.33, -0.58], [1.15, 0.22, 0.43], [0.31, -0.14, -0.30], [-0.41, 0.26, 0.07], [-0.19, 0.61, 0.20], [-0.17, 0.13, -0.24], [0.82, 0.40, 0.01], [-0.21, -0.33, 0.31], [-0.64, -0.52, 0.27], [0.08, 0.08, 0.62], [0.10, 0.00, 0.00], [0.31, -0.51, -0.08], [0.59, 0.89, -0.09], [0.29, 0.33, 0.06], [0.18, 0.08, -0.34], [-0.14, 0.81, -0.40], [-0.49, -0.25, 1.21], [0.07, -0.99, 0.33], [-0.33, -0.19, -0.15], [0.23, 0.84, -0.93], [-0.02, -0.01, -0.32], [0.03, -0.11, 0.39], [-0.16, -0.38, 0.03], [0.39, -0.59, -0.24], [-0.41, 0.72, 0.01], [-0.06, 0.17, 0.24], [-0.56, 0.33, -0.02], [0.06, 0.00, -0.07], [-0.04, 0.03, 0.66], [0.57, 0.06, -0.11], [0.66, -0.50, -0.27], [0.58, -0.20, -0.61], [-0.55, -0.32, 0.42], [0.03, 0.06, 1.12], [-0.24, 1.75, 0.77], [0.12, 0.87, -0.15], [0.82, -1.70, -0.64], [-0.13, -0.23, 0.08], [-0.02, -0.37, 0.61], [-0.63, 0.71, 0.26], [-0.49, -0.02, -0.22], [0.54, -0.09, -0.07], [0.32, 0.42, -0.77], [0.18, -0.29, -0.28], [-0.58, -0.30, -0.09], [0.24, -0.31, -0.44], [-0.03, 0.52, -0.14], [-0.15, -0.50, 0.17], [0.61, -0.84, 0.00], [-0.87, 0.34, -0.97], [-0.55, 1.41, 0.06], [-0.23, 0.47, 0.59], [0.83, 0.40, -0.31], [-0.20, -0.81, -0.19], [0.18, 0.00, 0.60], [-0.44, 0.10, 0.11], [0.33, -0.20, -0.14], [0.20, -0.08, -0.06], [0.10, -0.42, 0.24], [0.50, 0.27, 0.27], [-0.38, -0.02, 0.12], [0.05, -0.09, 0.24], [0.05, -0.16, -0.14], [-0.18, -0.16, -0.17], [-0.02, -0.23, -0.23], [-0.95, -0.39, -0.24], [0.44, -0.46, 0.01], [-0.27, 0.30, -0.12], [-2.12, 0.04, 0.02], [0.79, -0.33, -0.45], [0.33, -1.36, -0.56], [0.35, 0.60, 0.04], [0.34, 0.63, 0.19], [-0.39, 0.01, 0.13], [0.23, -0.13, 0.43], [-0.04, -0.07, -0.39], [0.54, -0.27, 0.15], [-0.23, 0.22, 0.00], [0.26, 0.30, 0.10], [0.31, -0.15, 0.16], [0.28, 0.39, 0.11], [0.13, 0.69, 0.40], [0.86, -0.80, 1.02], [-0.56, 0.39, -1.29], [0.12, 1.49, -0.55], [-0.28, -0.31, -0.94], [0.22, -0.03, 1.07], [-0.32, 0.33, 0.84], [-0.38, -0.53, -0.33], [-0.18, -0.28, -0.06], [-0.18, 0.56, 0.05], [0.05, -0.49, 0.24], [-0.16, 0.16, 0.03], [0.23, -0.35, -0.17], [0.08, -0.04, 0.10], [0.35, 0.05, -0.33], [-0.17, -0.03, 0.00], [0.08, -0.07, 0.10], [0.25, -0.07, 0.21], [1.43, -0.07, 0.31], [-0.78, 1.02, -1.12], [0.21, 0.22, -0.40], [0.62, -1.44, -0.46], [0.38, 0.41, 0.14], [-0.21, 0.59, 0.17], [-0.15, -0.29, 0.41], [0.14, -0.32, -0.24], [-0.39, -0.19, 0.56], [0.39, -0.59, -0.06], [-0.56, 0.14, -0.30], [-0.27, 0.12, -0.36], [-0.83, 0.21, -0.33], [0.07, -0.07, 0.05], [-0.09, 0.01, 0.69], [-0.08, 0.80, 0.98], [0.13, -0.55, -0.02]]
}



{
  "formula": "C2HFLiO",
  "method": "ωB97M-V with the def2-TZVPD basis set",
  "spin_multiplicity": 2,
  "homo_lumo_gap_ev": [5.426, 7.784],
  "lumo_ev": [-0.8, -0.9],
  "molar_mass_g_mol": 66.97,
  "s2": 0.755,
  "symbols": ["H", "O", "C", "C", "F", "Li"],
  "coordinates": [[0.2331, -1.5634, 0.3159], [0.5358, 0.5287, -0.4611], [-0.3286, -0.6890, -0.0401], [-0.4399, 0.7935, 0.5945], [-1.2071, -1.1131, -1.0154], [1.2067, 2.0433, 0.6061]],
  "forces_ev_per_a": [[-0.03, 0.73, -0.08], [-0.54, -1.99, -0.19], [0.41, 4.12, 0.38], [0.11, -2.75, -0.67], [0.82, 0.74, 0.73], [-0.78, -0.84, -0.16]]
}